Below is an isolated ion of composition C5H10N4O and charge +2, with properties calculated with the ωB97M-V functional and the def2-TZVPD basis.

Kohn-Sham gap: 8.671 eV
net charge: +2
E_HOMO: -17.8 eV

```
20
Properties=species:S:1:pos:R:3:forces:R:3:nbo_charge:R:1
C -1.347721 1.334850 0.194047 2.3 -3.8 -0.7 -0.0245
C -1.691331 -0.046396 0.052427 -0.8 1.4 -0.6 0.2529
C 0.526329 0.043913 0.078500 -0.2 2.4 -0.4 0.2248
C 1.924301 -0.489674 -0.012478 -1.6 -0.7 1.2 0.5293
C -3.024516 -0.616210 -0.169302 -1.8 -0.7 -0.4 -0.7006
N 0.010530 1.382381 0.140768 0.4 -5.2 -0.4 0.0736
N -0.566684 -0.765322 0.024115 2.1 0.2 0.1 -0.4180
N 2.942906 0.335444 -0.142656 -3.4 2.6 0.0 -0.6754
N 1.987495 -1.810823 0.212717 3.3 2.0 -0.6 -0.7200
O 0.773801 2.440538 -0.119147 -0.3 1.1 0.5 -0.4498
H -1.826422 2.233617 0.126878 -1.9 1.9 0.0 0.2617
H -3.672718 0.122060 0.272943 -0.7 0.1 0.1 0.2690
H -3.469982 -0.829143 -1.231212 1.6 0.6 1.6 0.3070
H -3.179627 -1.534156 0.422114 0.2 0.3 -0.2 0.2706
H -0.412596 -1.792348 -0.071315 -1.1 1.2 0.1 0.4678
H 2.631700 1.356595 -0.156765 0.9 -1.8 -0.1 0.4538
H 3.918576 0.225662 -0.166515 1.4 -1.0 0.0 0.4662
H 1.404847 -2.585202 0.268248 -2.3 -0.7 0.1 0.4434
H 2.906755 -2.207043 0.237123 0.9 0.1 -0.1 0.4405
H 0.164358 3.201258 0.039516 0.9 0.1 -0.1 0.5279
```
Forces are in eV/Å.